17
Properties=species:S:1:pos:R:3 method="wB97M-V/def2-TZVPD" relative_energy_kj_mol=223.2 orbital_gap_ev=9.80 e_tot_ev=-9903.2910 spin_multiplicity=1 total_charge=0 e_lumo_ev=0.8
C -1.989 -1.112 -0.038
C 0.615 -1.094 -0.208
C 1.358 -0.454 1.090
C 1.139 0.808 0.186
C 1.446 0.021 -1.067
C -0.450 0.853 0.081
H -2.070 -1.869 -0.781
H -2.907 -0.470 -0.219
H -2.135 -1.553 1.024
H 0.581 -2.129 -0.555
H 0.834 -0.620 2.009
H 2.355 -0.828 1.111
H 1.862 1.714 0.399
H 2.522 -0.367 -1.155
H 1.001 0.501 -1.996
N -0.651 -0.437 -0.080
O -1.275 1.819 0.058